Density functional theory data (the ωB97M-V functional and the def2-TZVPD basis) for C29H35MgN10OPS as an isolated structure in a non-equilibrium geometry.

## Properties
Charge: 0
Molar mass (g mol⁻¹): 627.0
Relative energy (zero: lowest compared OMol25 entry of this formula, charge and spin) (kcal/mol): 25.2
Maximum force (eV/A): 3.24
Gap between HOMO and LUMO (eV): 6.9738

Cartesian coordinates (Å):
1 Mg 0.684 -0.470 0.932
2 C -3.041 -3.772 -1.561
3 N -2.487 -2.980 -0.457
4 C -3.175 -2.391 0.552
5 C -2.310 -1.522 1.194
6 N -1.110 -1.627 0.563
7 C -1.227 -2.493 -0.404
8 P 0.138 -3.087 -1.445
9 C 1.338 -3.385 -0.101
10 N 1.708 -2.490 0.795
11 C 2.488 -3.147 1.693
12 C 2.542 -4.459 1.362
13 N 1.802 -4.617 0.212
14 C 1.438 -5.940 -0.363
15 C 0.699 -1.613 -2.283
16 N 1.444 -0.644 -1.766
17 C 1.634 0.272 -2.727
18 C 1.037 -0.148 -3.921
19 N 0.463 -1.352 -3.590
20 C -0.442 -2.085 -4.435
21 H -4.117 -3.902 -1.313
22 H -2.907 -3.272 -2.481
23 H -2.556 -4.745 -1.697
24 H -4.254 -2.478 0.726
25 H -2.506 -0.895 2.004
26 H 2.888 -2.754 2.594
27 H 3.162 -5.236 1.741
28 H 2.334 -6.490 -0.656
29 H 0.857 -6.557 0.334
30 H 0.819 -5.772 -1.231
31 H 2.291 1.124 -2.615
32 H 0.806 0.342 -4.840
33 H -0.573 -3.141 -4.047
34 H -1.359 -1.532 -4.500
35 H 0.012 -2.199 -5.421
36 N -4.311 0.908 -0.296
37 C -2.950 0.818 -0.602
38 S -2.529 -0.094 -2.052
39 N -2.077 1.434 0.146
40 N -0.720 1.329 0.068
41 C -0.072 2.389 -0.302
42 C -0.714 3.596 -0.870
43 C -1.616 3.434 -1.902
44 C -2.289 4.512 -2.420
45 C -2.108 5.780 -1.861
46 C -1.177 5.964 -0.908
47 C -0.466 4.873 -0.406
48 C 1.423 2.310 -0.188
49 C 2.302 3.160 -0.888
50 C 3.701 2.956 -0.829
51 C 4.153 1.864 -0.085
52 C 3.239 1.064 0.530
53 N 1.943 1.243 0.455
54 H -4.921 0.278 -0.830
55 H -4.513 1.490 0.525
56 H -1.819 2.433 -2.328
57 H -2.967 4.317 -3.251
58 H -2.718 6.571 -2.192
59 H -0.928 6.899 -0.491
60 H 0.318 5.140 0.354
61 H 2.000 4.043 -1.445
62 H 4.319 3.713 -1.268
63 H 5.202 1.613 -0.012
64 H 3.525 0.118 0.980
65 C -0.449 1.633 3.651
66 C 0.662 0.504 3.874
67 C 1.999 1.236 4.185
68 C 0.189 -0.344 5.100
69 O 0.799 -0.333 2.859
70 H -0.712 2.168 4.594
71 H -1.373 1.225 3.194
72 H 0.020 2.389 2.960
73 H 1.695 2.003 4.927
74 H 2.438 1.706 3.312
75 H 2.771 0.605 4.675
76 H -0.063 0.372 5.886
77 H 1.029 -0.983 5.397
78 H -0.758 -0.879 4.911